Record 1
The following is a quantum chemistry calculation of C10H7N4PtS6 as an isolated structure, from the OMol25 dataset.

Geometry (Å):
Pt (-0.104, 0.292, 0.520)
N (-0.081, 2.629, 4.127)
C (0.103, 1.951, 2.961)
S (-1.181, 0.922, 2.440)
N (1.266, 2.163, 2.360)
N (1.331, 1.476, 1.202)
C (2.400, 1.579, 0.474)
C (2.423, 0.826, -0.760)
C (3.503, 0.846, -1.638)
C (3.438, 0.105, -2.801)
C (2.298, -0.641, -3.065)
C (1.260, -0.622, -2.151)
N (1.316, 0.091, -1.026)
H (-0.811, 2.295, 4.732)
H (0.747, 2.996, 4.566)
H (3.217, 2.209, 0.800)
H (4.370, 1.443, -1.393)
H (4.268, 0.107, -3.497)
H (2.204, -1.234, -3.963)
H (0.348, -1.187, -2.299)
S (-6.353, -3.933, -1.869)
C (-5.187, -3.112, -1.009)
S (-5.281, -2.736, 0.658)
C (-3.760, -1.860, 0.874)
C (-3.050, -1.755, -0.279)
S (-1.500, -1.048, -0.709)
S (-3.758, -2.490, -1.711)
S (-3.426, -1.312, 2.455)

Cartesian forces, eV/Å:
Pt -0.248 -0.004 -0.128
N 0.013 -0.091 -0.004
C 0.107 0.138 0.056
S -0.030 -0.097 -0.070
N -0.149 -0.081 -0.046
N 0.266 0.031 0.130
C -0.102 -0.034 -0.021
C 0.014 0.054 0.067
C -0.014 -0.002 0.006
C -0.004 -0.005 -0.002
C 0.008 0.010 0.002
C 0.023 -0.001 0.030
N 0.022 0.007 -0.012
H -0.023 0.031 -0.012
H -0.006 0.017 -0.020
H 0.010 0.005 -0.037
H 0.004 -0.005 -0.009
H 0.001 -0.002 0.003
H -0.005 0.003 -0.001
H -0.005 -0.008 0.004
S 0.037 -0.037 0.019
C -0.086 0.093 -0.032
S -0.021 -0.051 0.063
C 0.095 -0.007 0.006
C -0.054 0.116 -0.002
S 0.081 -0.098 0.040
S 0.037 0.008 -0.042
S 0.028 0.010 0.014

For the LUMO energy (spin up / spin down), the calculation gives 1.2 / 1.2 eV. The maximum force comes out at 0.00579 Eh/bohr. As for the total charge: -1. For the relative energy (zero: lowest compared OMol25 entry of this formula, charge and spin), the calculation gives 0.367 eV. The highest occupied orbital energy (spin up / spin down) is -3.02 / -3.02 eV. For the HOMO-LUMO gap (spin up / spin down), the calculation gives 4.265 / 4.266 eV.

Record 2
The following is a quantum chemistry calculation of one molecule with the formula C3H4N4O2, from the OMol25 dataset.

Geometry (Å):
N (1.046, 2.520, -0.064)
N (0.319, 1.616, 0.602)
C (0.172, 0.475, 0.008)
N (0.662, 0.247, -1.322)
C (0.328, -0.961, -1.538)
O (-0.389, -1.639, -0.629)
C (-0.568, -0.682, 0.410)
N (-1.198, -0.934, 1.482)
O (-1.880, -2.132, 1.357)
H (1.466, 3.129, 0.669)
H (1.747, 2.137, -0.652)
H (0.596, -1.503, -2.518)
H (-2.302, -2.272, 2.196)

Cartesian forces, eV/Å:
N 0.447 1.940 1.899
N -0.717 -2.360 0.012
C 0.522 2.503 -0.667
N 0.072 -0.744 0.918
C 0.883 -0.538 -2.820
O -0.444 0.758 0.702
C -0.151 -1.492 0.636
N -0.313 0.247 -0.619
O 0.454 -0.348 -0.590
H -0.476 -0.357 -1.155
H 0.588 -0.434 -0.902
H -0.643 0.695 1.841
H -0.223 0.131 0.745

For the LUMO energy, the calculation gives 0.0 eV. The maximum force comes out at 0.05841 Eh/bohr. For the relative energy (zero: lowest compared OMol25 entry of this formula, charge and spin), the calculation gives 3.029 eV. The highest occupied orbital energy is -8.39 eV. For the HOMO-LUMO gap, the calculation gives 8.350 eV. Its SMILES is N/N=C1\N=CO\C1=N/O.

Question: Which of these has the lowest maximum force?
Answer: C10H7N4PtS6